The following is a quantum chemistry calculation of a 2-piece molecular cluster, CH6N4S overall in a non-equilibrium geometry, from the OMol25 dataset.

The geometry in XYZ format:
```
12
Properties=species:S:1:pos:R:3:nbo_charge:R:1
H -0.87179 -1.73941 0.94629 0.34
N -0.52684 -1.42591 0.04014 -0.76
C -1.10081 -0.39046 -0.41710 0.33
N -2.14614 0.27136 0.11823 -0.81
H -0.75734 -0.02856 -1.38028 0.18
H -2.42752 0.05651 1.06356 0.39
H -2.44509 1.15552 -0.25893 0.40
H 3.06921 1.91195 -0.00787 0.27
N 2.04699 1.77510 -0.04852 -0.34
N 1.58026 0.65741 -0.04342 -0.28
S 2.40123 -0.80907 0.01834 0.06
H 1.17784 -1.43444 -0.03045 0.21
```

Electronic energy: -17927.75249 eV
SMILES: [H]/N=C\N.[H]/N=N\S
LUMO level: 0.94 eV


The following is a quantum chemistry calculation of C18H11Cl2NO2Re as an isolated structure in a non-equilibrium geometry, from the OMol25 dataset.

The geometry in XYZ format:
```
35
Properties=species:S:1:pos:R:3:lowdin_spin:R:1
Re 0.30590 -0.17380 0.37570 0.99
C 3.51390 -2.94370 -0.20940 0.00
C 2.88560 -4.18700 -0.27040 0.01
C 1.50710 -4.25210 -0.14600 0.00
C 0.77850 -3.07790 0.01420 0.01
N 1.40800 -1.86850 0.14090 0.00
C 2.74670 -1.82250 0.02960 0.02
C -0.67090 -2.95230 -0.02390 0.00
C -1.56210 -3.98880 -0.28240 0.00
C -2.91970 -3.71580 -0.37800 0.01
C -3.39310 -2.42010 -0.23360 -0.01
C -2.51390 -1.38480 0.06990 0.01
C -1.15610 -1.63030 0.14590 -0.03
H 4.58180 -2.85050 -0.32900 0.00
H 3.46370 -5.08320 -0.43250 0.00
H 0.99560 -5.20110 -0.18380 0.00
H 3.21480 -0.84710 0.13530 0.00
H -1.20820 -4.99730 -0.42580 0.00
H -3.61190 -4.52030 -0.56180 0.00
H -4.44690 -2.21420 -0.33910 0.00
H -2.90290 -0.38880 0.23110 0.00
Cl -0.24890 4.85120 5.70120 -0.01
C -0.15680 3.46780 4.71550 -0.02
C 0.15880 2.21850 5.27490 0.01
C 0.28870 1.10090 4.47730 -0.02
Cl 0.66410 -0.42520 5.13230 -0.01
C 0.14360 1.19580 3.05200 0.01
O 0.45230 0.15720 2.35140 -0.01
C -0.28620 2.45640 2.50740 -0.01
C -0.56750 2.57290 1.10710 0.00
O -0.46320 1.65060 0.27590 0.06
C -0.40370 3.57340 3.35130 -0.01
H 0.31240 2.12370 6.33880 0.00
H -0.90760 3.54940 0.74800 0.00
H -0.67350 4.53090 2.93290 0.00
```

Multiplicity: 2
Electronic energy: -51586.03479 eV
Net charge: +2
LUMO level (spin up / spin down): -9.99 / -9.30 eV


The following is a quantum chemistry calculation of an isolated ion of composition C4H8NO2 and charge -1 in a non-equilibrium geometry, from the OMol25 dataset.

The geometry in XYZ format:
```
15
Properties=species:S:1:pos:R:3:nbo_charge:R:1
N 0.88067 -0.53233 1.67168 -0.86
C 0.10665 -0.60500 0.43933 -0.19
C 0.78419 -1.54453 -0.52028 0.46
O 1.72609 -2.25081 -0.23650 -0.59
C 0.02620 0.74583 -0.30834 -0.45
C -1.45253 1.24293 -0.64073 0.02
O -1.53508 1.97924 -1.73565 -0.93
H 1.18062 0.40608 1.87822 0.36
H 1.61284 -1.22371 1.70738 0.37
H -0.91206 -0.94305 0.62678 0.20
H 0.37794 -1.56938 -1.54439 0.11
H 0.52916 0.68958 -1.27601 0.20
H 0.49733 1.53215 0.28407 0.18
H -2.04321 0.28011 -0.62928 0.04
H -1.77882 1.79288 0.28370 0.06
```

Electronic energy: -9861.94381 eV
Net charge: -1
SMILES: N[C@H](C=O)CC[O-]
LUMO level: 3.78 eV


The following is a quantum chemistry calculation of C28H45BrN2P2Pd as an isolated structure in a non-equilibrium geometry, from the OMol25 dataset.

The geometry in XYZ format:
```
79
Properties=species:S:1:pos:R:3:lowdin_spin:R:1
N -5.65662 4.38772 -3.83338 0.77
C -5.46983 4.73282 -2.55486 0.07
C -4.59854 4.00913 -1.72359 0.10
C -3.90375 2.84784 -2.19481 0.00
C -4.18746 2.50305 -3.53978 0.10
C -5.02728 3.32087 -4.32686 0.07
C -2.93027 2.18708 -1.32534 0.22
Pd -0.18271 -0.00171 -0.15810 0.54
P 3.69786 -0.30576 0.54554 0.57
C -1.91682 1.32049 -1.63909 -0.03
C -0.56738 1.72891 -1.20440 0.12
C 0.46818 1.99649 -2.18057 0.07
C 1.37471 3.03709 -1.94984 0.02
C 1.44513 3.74478 -0.71218 0.18
C 0.46584 3.41402 0.26828 0.08
C -0.46959 2.38107 0.10818 0.04
Br 2.97123 4.70298 -0.27890 0.17
H -2.97611 2.61535 -0.32489 0.01
H -2.03544 0.55254 -2.40417 0.00
H -4.45579 4.38405 -0.70977 0.01
H -3.76184 1.62155 -4.00085 0.01
H -6.03161 5.60952 -2.18663 0.01
H -5.20223 3.09475 -5.39177 0.02
H 0.42684 1.35719 -3.09432 0.00
H -1.30471 2.19641 0.82044 0.00
H 1.98551 3.31066 -2.80906 0.00
H 0.28689 4.05617 1.12434 0.00
P -0.68336 -2.02947 -0.17301 0.19
C 4.06743 1.42983 0.58373 0.08
C 5.51986 1.72658 0.16108 0.03
H 3.82763 1.85266 1.57622 0.00
H 3.32767 1.84835 -0.11683 0.02
H 5.73807 2.78250 0.34613 0.00
H 6.22377 1.12756 0.75346 0.00
H 5.67255 1.51654 -0.90671 0.00
C 3.66906 -0.93346 -1.09719 0.09
C 4.94314 -1.74169 -1.44968 0.04
H 3.53633 -0.07601 -1.77817 0.01
H 2.77114 -1.55455 -1.20849 0.01
H 4.94099 -1.95202 -2.52786 0.00
H 5.86044 -1.17656 -1.22776 0.00
H 4.98457 -2.69826 -0.90352 0.00
C 2.88686 -1.03462 1.95814 0.08
C 3.95229 -1.68033 2.87402 0.04
H 2.13066 -1.76125 1.58731 0.01
H 2.31838 -0.22973 2.46479 0.01
H 3.50732 -2.52706 3.40135 0.00
H 4.80491 -2.03663 2.28172 0.01
H 4.30786 -0.95156 3.60886 0.00
C -0.25794 -2.99781 1.29257 0.03
C -1.16122 -4.20171 1.53018 0.01
H -0.27098 -2.32750 2.15413 0.00
H 0.77502 -3.33991 1.15690 0.00
H -2.11089 -3.92331 2.00470 0.00
H -1.37846 -4.76693 0.61318 0.00
H -0.66181 -4.89906 2.21465 0.00
C 0.43141 -2.86921 -1.36253 0.05
C 0.21937 -2.55415 -2.82859 0.01
H 0.30378 -3.94357 -1.17481 0.01
H 1.45843 -2.61500 -1.06347 0.00
H -0.71684 -2.97139 -3.20206 0.00
H 0.23441 -1.48465 -3.04281 0.01
H 1.02259 -3.00845 -3.41464 0.00
C -2.35370 -2.47078 -0.68112 0.03
C -3.52013 -2.05664 0.21344 0.00
H -2.34985 -3.56592 -0.78112 0.01
H -2.49552 -2.05813 -1.69070 0.00
H -4.36063 -1.72948 -0.41201 0.00
H -3.88460 -2.89343 0.82158 0.00
H -3.27613 -1.23491 0.89154 0.00
C -2.35814 -0.90177 5.37301 0.00
C -1.54984 0.22467 4.71715 0.00
C -1.19201 -0.01435 3.31583 0.00
N -0.87512 -0.11526 2.19560 0.07
H -3.15675 -1.25090 4.71984 0.00
H -2.81688 -0.55427 6.29532 0.00
H -1.71813 -1.74688 5.62034 0.00
H -2.12813 1.16599 4.72454 0.00
H -0.60304 0.39881 5.26816 0.00
```

Multiplicity: 5
Electronic energy: -124799.81295 eV
Net charge: +4
LUMO level (spin up / spin down): -12.55 / -14.63 eV


The following is a quantum chemistry calculation of C3HN6S as an isolated structure in a non-equilibrium geometry, from the OMol25 dataset.

The geometry in XYZ format:
```
11
Properties=species:S:1:pos:R:3:nbo_charge:R:1
C 0.83074 -0.16633 0.45645 -0.17
C -3.61352 1.48103 -1.19874 0.54
C -1.45639 0.40034 -0.14979 -0.06
N -4.44205 0.75491 -1.84116 -0.42
N -0.05861 -0.38523 1.37409 -0.27
N -3.77511 2.76352 -1.15234 -0.43
N -1.32528 -0.10247 1.02455 -0.37
N -5.21876 1.65350 -2.35266 -0.14
N -4.85512 2.87173 -1.95730 -0.15
S 0.01947 0.47352 -1.01082 0.27
H 1.87571 -0.22839 0.39664 0.20
```

Electronic energy: -22898.09882 eV
Net charge: -1
LUMO level (spin up / spin down): 2.52 / 2.53 eV